{"formula": "C40H42N4O2P2Pt", "method": "ωB97M-V/def2-TZVPD", "species": ["Pt", "C", "N", "P", "C", "C", "C", "C", "C", "C", "C", "C", "C", "C", "C", "C", "P", "C", "C", "C", "C", "C", "C", "C", "C", "C", "C", "C", "C", "H", "H", "H", "H", "H", "H", "H", "H", "H", "H", "H", "H", "H", "H", "H", "H", "H", "H", "H", "H", "H", "H", "H", "O", "N", "C", "C", "C", "C", "C", "H", "H", "H", "H", "H", "C", "C", "N", "C", "C", "C", "O", "C", "C", "C", "C", "N", "C", "H", "H", "H", "H", "H", "H", "H", "H", "H", "H", "H", "H", "H", "H"], "coordinates": [[0.03015, 0.03645, 0.12030], [3.04220, 3.24650, -0.04240], [2.00417, 2.25008, 0.22607], [2.17530, 0.60604, -0.12262], [2.82437, 0.44973, -1.81228], [4.15752, 0.74217, -2.10837], [4.60744, 0.71661, -3.41813], [3.73106, 0.39139, -4.44649], [2.40798, 0.09124, -4.16164], [1.95605, 0.12182, -2.85012], [3.52136, -0.01537, 0.91099], [3.86759, 0.61759, 2.10296], [4.83694, 0.06738, 2.92893], [5.45615, -1.12350, 2.57648], [5.11089, -1.76324, 1.39380], [4.14838, -1.21159, 0.56194], [0.29582, 2.53204, 0.04934], [-0.37966, 2.47792, 1.75486], [0.36231, 2.12346, 2.87608], [-0.23905, 2.04616, 4.12614], [-1.58928, 2.32600, 4.26823], [-2.33880, 2.68259, 3.15314], [-1.73904, 2.75579, 1.90733], [0.22705, 4.31968, -0.32686], [0.08552, 4.71017, -1.65540], [0.05883, 6.05724, -1.99091], [0.16644, 7.01701, -0.99644], [0.29993, 6.63524, 0.33342], [0.32811, 5.29142, 0.66934], [4.02079, 2.79066, 0.10955], [2.95001, 4.08370, 0.64795], [2.99460, 3.62720, -1.06533], [4.85513, 0.97820, -1.31362], [5.64206, 0.94483, -3.63700], [4.08408, 0.36538, -5.46898], [1.72655, -0.17257, -4.95971], [0.92379, -0.11212, -2.61593], [3.39887, 1.55456, 2.37258], [5.11198, 0.57260, 3.84534], [6.21576, -1.54850, 3.21932], [5.59687, -2.68847, 1.11339], [3.88744, -1.71230, -0.36352], [1.41760, 1.91386, 2.77266], [0.35282, 1.77051, 4.98983], [-2.05673, 2.27321, 5.24264], [-3.39238, 2.90731, 3.25606], [-2.33639, 3.02537, 1.04267], [-0.00656, 3.95668, -2.42966], [-0.05276, 6.35581, -3.02482], [0.14018, 8.06756, -1.25481], [0.37794, 7.38671, 1.10810], [0.42108, 4.99597, 1.70747], [-2.13559, -0.18735, 0.34783], [-2.61475, -1.28920, -0.20092], [-2.73761, -1.36869, -1.53903], [-3.22886, -2.51433, -2.12475], [-3.60329, -3.58491, -1.32469], [-3.48415, -3.46952, 0.04996], [-2.98357, -2.30427, 0.59606], [-2.41620, -0.48421, -2.06859], [-3.31106, -2.55483, -3.20107], [-3.98851, -4.49161, -1.77002], [-3.77484, -4.27048, 0.71434], [-2.84660, -2.11593, 1.64979], [0.84286, -8.33620, -2.31809], [-0.44001, -7.56536, -2.05242], [-0.31421, -6.62317, -0.93509], [-1.00534, -6.95073, 0.30625], [-0.40275, -8.14233, 1.03406], [0.31309, -5.45196, -1.19188], [0.71396, -5.14204, -2.30358], [0.53113, -4.48278, -0.06053], [1.18965, -4.78407, 1.12130], [1.40519, -3.77466, 2.04725], [0.94257, -2.50134, 1.76608], [0.32000, -2.20244, 0.62058], [0.13991, -3.17025, -0.27502], [0.69555, -9.04136, -3.13631], [1.15718, -8.89768, -1.43788], [1.64132, -7.65181, -2.60111], [-1.25972, -8.24240, -1.80766], [-0.72235, -6.99976, -2.94050], [-2.05116, -7.16275, 0.06029], [-1.00790, -6.07189, 0.94826], [-0.48247, -9.05255, 0.43957], [-0.92625, -8.31400, 1.97491], [0.65296, -7.97713, 1.25296], [1.54146, -5.79077, 1.31085], [1.92513, -3.96375, 2.97571], [1.07934, -1.68153, 2.46056], [-0.32164, -2.89235, -1.21482]], "forces_ev_per_angstrom": [[0.5, 0.1, -0.2], [0.0, 0.0, 0.1], [-0.1, 0.1, -0.2], [-0.3, -0.1, -0.3], [0.1, 0.1, 0.1], [0.0, 0.0, 0.0], [0.0, 0.0, 0.0], [0.0, 0.0, 0.0], [0.0, 0.0, 0.0], [0.0, 0.0, 0.0], [-0.1, 0.0, 0.1], [0.1, 0.0, 0.0], [0.0, 0.0, 0.0], [0.0, 0.0, 0.0], [0.0, 0.0, 0.0], [0.0, -0.1, 0.0], [-0.2, -0.4, 0.6], [0.0, 0.4, 0.0], [0.0, 0.0, 0.0], [0.0, 0.0, 0.0], [0.0, 0.0, 0.0], [0.0, 0.0, 0.0], [0.0, 0.0, -0.1], [0.0, 0.0, -0.1], [0.0, 0.0, 0.0], [0.0, 0.0, 0.0], [0.0, 0.0, 0.0], [0.0, 0.0, 0.0], [0.0, 0.0, 0.0], [0.0, 0.0, 0.0], [0.0, 0.0, 0.0], [0.0, 0.0, 0.0], [0.0, 0.0, 0.0], [0.0, 0.0, 0.0], [0.0, 0.0, 0.0], [0.0, 0.0, 0.0], [0.0, 0.0, 0.0], [0.0, 0.0, 0.0], [0.0, 0.0, 0.0], [0.0, 0.0, 0.0], [0.0, 0.0, 0.0], [0.0, 0.0, 0.0], [0.0, 0.0, 0.0], [0.0, 0.0, 0.0], [0.0, 0.0, 0.0], [0.0, 0.0, 0.0], [0.0, 0.0, 0.0], [0.0, 0.0, 0.0], [0.0, 0.0, 0.0], [0.0, 0.0, 0.0], [0.0, 0.0, 0.0], [0.0, 0.0, 0.0], [0.0, 0.0, 0.0], [0.0, 0.1, 0.1], [0.0, 0.0, 0.0], [0.0, 0.1, 0.0], [0.0, -0.1, -0.1], [0.0, 0.1, 0.1], [0.0, -0.1, 0.0], [0.0, 0.0, 0.0], [0.0, 0.0, 0.0], [0.0, 0.0, 0.0], [0.0, 0.0, 0.0], [0.0, 0.0, 0.0], [0.0, 0.0, 0.0], [0.0, 0.0, 0.0], [0.0, 0.0, 0.0], [0.0, 0.0, 0.0], [0.0, 0.0, 0.0], [0.0, 0.0, 0.0], [0.0, 0.0, 0.0], [0.0, 0.0, -0.1], [0.0, 0.0, 0.1], [0.0, 0.0, 0.0], [0.0, 0.0, 0.0], [-0.1, -0.1, 0.1], [0.0, 0.0, 0.0], [0.0, 0.0, 0.0], [0.0, 0.0, 0.0], [0.0, 0.0, 0.0], [0.0, 0.0, 0.0], [0.0, 0.0, 0.0], [0.0, 0.0, 0.0], [0.0, 0.0, 0.0], [0.0, 0.0, 0.0], [0.0, 0.0, 0.0], [0.0, 0.0, 0.0], [0.0, 0.0, 0.0], [0.0, 0.0, 0.0], [0.0, 0.0, 0.0], [0.0, 0.0, 0.0]], "homo_lumo_gap_ha": [0.21376, 0.28305], "lumo_energy_ev": [-2.596, -2.645], "relative_energy_kcal_mol": 21.1, "multiplicity": 2, "charge": 1, "e_homo_ev": [-8.412, -10.347], "s_squared": 0.760}